[1]
Density functional theory data (ωB97M-V/def2-TZVPD) for an isolated ion of composition C3H11N2 and charge +1 at a distorted geometry.

Geometry as XYZ:
```
16
Properties=species:S:1:pos:R:3
C 0.591 0.126 1.167
N 0.361 1.502 0.603
C -0.613 -0.677 0.706
N -0.791 -0.498 -0.727
C 0.289 -0.674 -1.705
H 0.699 0.100 2.246
H 1.463 -0.253 0.649
H -0.230 2.067 1.215
H 1.231 1.997 0.423
H -1.523 -0.266 1.143
H -0.549 -1.723 1.003
H -1.683 -0.881 -1.002
H -0.223 1.319 -0.244
H 0.314 -1.692 -2.091
H 1.269 -0.504 -1.255
H 0.082 -0.036 -2.570
```

Its highest occupied orbital energy is -13.39 eV. The electronic energy comes out at -230.15043 Eh. As for the charge: +1. For the relative energy (zero: lowest compared OMol25 entry of this formula, charge and spin), the calculation gives 83.88 kJ/mol. As for the SMILES: CNCC[NH3+]. The calculation puts the frontier orbital gap at 10.0 eV.


[2]
Density functional theory data (ωB97M-V/def2-TZVPD) for C12H11NO4Sr as an isolated structure at a distorted geometry.

Geometry as XYZ:
```
29
Properties=species:S:1:pos:R:3
Sr 0.002 0.026 -1.732
O 0.138 3.707 0.383
C 0.151 2.549 0.359
C -0.147 -2.632 0.096
O -0.148 -3.785 0.048
C 2.657 -0.114 0.066
O 3.798 -0.186 0.003
C -2.676 0.105 0.017
O -3.818 0.195 -0.081
C 0.032 0.677 -4.383
H -0.886 1.284 -4.476
H 1.004 1.199 -4.456
C -0.032 -0.682 -4.443
H 0.888 -1.284 -4.566
H -1.006 -1.188 -4.585
C -0.048 -0.067 6.760
C -0.038 -0.053 5.230
C 1.036 0.431 4.481
C 1.002 0.419 3.078
N -0.036 -0.018 2.349
C -1.065 -0.491 3.069
C -1.098 -0.528 4.467
H 0.789 -0.664 7.159
H 0.055 0.952 7.173
H -0.994 -0.500 7.126
H 1.904 0.816 4.985
H 1.869 0.794 2.550
H -1.926 -0.879 2.536
H -1.966 -0.942 4.965
```

Its highest occupied orbital energy is -14.71 eV. The electronic energy comes out at -849.67093 Eh. As for the charge: +2. The calculation puts the frontier orbital gap at 6.6 eV.


Copy entry 2 word for word.
Density functional theory data (ωB97M-V/def2-TZVPD) for C12H11NO4Sr as an isolated structure at a distorted geometry.

Geometry as XYZ:
```
29
Properties=species:S:1:pos:R:3
Sr 0.002 0.026 -1.732
O 0.138 3.707 0.383
C 0.151 2.549 0.359
C -0.147 -2.632 0.096
O -0.148 -3.785 0.048
C 2.657 -0.114 0.066
O 3.798 -0.186 0.003
C -2.676 0.105 0.017
O -3.818 0.195 -0.081
C 0.032 0.677 -4.383
H -0.886 1.284 -4.476
H 1.004 1.199 -4.456
C -0.032 -0.682 -4.443
H 0.888 -1.284 -4.566
H -1.006 -1.188 -4.585
C -0.048 -0.067 6.760
C -0.038 -0.053 5.230
C 1.036 0.431 4.481
C 1.002 0.419 3.078
N -0.036 -0.018 2.349
C -1.065 -0.491 3.069
C -1.098 -0.528 4.467
H 0.789 -0.664 7.159
H 0.055 0.952 7.173
H -0.994 -0.500 7.126
H 1.904 0.816 4.985
H 1.869 0.794 2.550
H -1.926 -0.879 2.536
H -1.966 -0.942 4.965
```

Its highest occupied orbital energy is -14.71 eV. The electronic energy comes out at -849.67093 Eh. As for the charge: +2. The calculation puts the frontier orbital gap at 6.6 eV.